No. 1
Computed, not measured: a 12-piece molecular cluster, C17H58N4O12 overall, with ωB97M-V with the def2-TZVPD basis set.

Calculated values
SMILES   NC(N)=O.NC(N)=O.CCO.CCO.CCO.CCO.CCO.CO.CO.CO.CO.CO
Lowest unoccupied orbital energy   0.37 eV
HOMO energy   -9.1 eV

Geometry as ORCA input:
```
! wB97M-V def2-TZVPD RIJCOSX def2/J DEFGRID3
* xyz 0 1
N 1.57989 -5.16247 1.53065
C 1.41189 -4.95647 0.26565
N 2.38989 -5.51947 -0.34635
O 0.44189 -4.14247 -0.36935
H 0.75089 -4.73047 2.07265
H 1.79689 -6.12647 1.92965
H 2.65089 -5.28847 -1.31435
H 3.04189 -6.23147 0.03065
N 0.24589 6.60253 2.27865
C -0.08611 6.00953 1.13765
N 0.37089 4.76053 1.00965
O -0.92011 6.66153 0.16165
H -0.11311 7.44653 2.50765
H 0.78589 6.05853 3.01365
H 0.01989 4.31153 0.13365
H 0.68289 4.19653 1.80965
C -0.22811 -0.90447 0.26565
C -0.20011 0.30653 -0.74435
O 0.05389 1.45953 -0.05335
H -0.45411 -1.70447 -0.37735
H -0.95511 -0.81347 1.00965
H 0.77889 -1.20647 0.53265
H -1.21311 0.31553 -1.25135
H 0.52289 0.12053 -1.51835
H 0.59389 2.05053 -0.58235
C 0.03289 -2.47347 3.07265
C -1.10311 -3.38247 2.75665
O -0.51411 -4.58047 3.14565
H 0.28489 -2.44247 4.16165
H -0.40311 -1.47547 3.01065
H 0.88789 -2.65547 2.35565
H -1.22711 -3.19247 1.69365
H -2.05211 -3.18247 3.29365
H -0.46211 -4.58247 4.12265
C 0.28089 0.00453 -4.82935
C 0.53089 -1.37447 -4.54535
O 1.20089 -1.74447 -3.35235
H -0.19811 0.54253 -3.98435
H -0.40811 0.16853 -5.72835
H 1.19189 0.60453 -4.90135
H 0.94989 -1.74247 -5.49035
H -0.42111 -1.88847 -4.42935
H 1.45989 -2.63347 -3.32735
C -3.33311 1.79653 1.24765
C -2.94211 3.02453 0.44765
O -3.53411 4.24553 0.94565
H -4.16511 1.29153 0.95465
H -3.33411 2.02453 2.30865
H -2.54511 1.02453 1.27065
H -3.29211 2.73753 -0.56735
H -1.77911 3.08953 0.33465
H -3.07011 5.01353 0.55165
C 3.44489 0.90453 0.96565
C 4.59789 0.18453 1.69665
O 5.25389 -0.78747 0.93265
H 3.57889 1.35053 0.03665
H 3.02489 1.56253 1.75365
H 2.65689 0.11153 0.81565
H 4.37089 -0.08447 2.75165
H 5.37789 0.87153 1.86665
H 5.89689 -0.35047 0.36965
C -0.52111 1.67353 3.17265
O 0.68789 1.23353 2.58665
H -1.19911 0.83253 3.28365
H -1.11511 2.41653 2.57865
H -0.43011 2.11353 4.21265
H 0.50089 1.04253 1.66365
C -4.63811 -2.38647 1.49665
O -3.43711 -1.75547 1.26365
H -4.62211 -3.47747 1.32365
H -5.25411 -1.95047 0.72265
H -5.14811 -2.08747 2.44165
H -3.14011 -2.05647 0.39665
C 3.07089 1.50453 -2.68035
O 3.36189 0.13553 -3.13535
H 3.97689 2.01553 -2.49435
H 2.45389 1.40853 -1.77535
H 2.50389 1.96453 -3.45035
H 2.49689 -0.26347 -3.14035
C -2.49511 -3.45347 -2.19635
O -2.19311 -3.56047 -0.85735
H -3.50111 -3.29747 -2.40535
H -2.17211 -4.25347 -2.77635
H -2.00511 -2.53647 -2.47035
H -1.28711 -3.82847 -0.89335
C -0.35711 3.73553 -2.70835
O 0.69389 3.83453 -1.81435
H -0.97511 4.68353 -2.67235
H -0.91411 2.86453 -2.52735
H 0.16289 3.61853 -3.61935
H 1.30689 4.33653 -2.36535
*
```

=====

No. 2
Computed, not measured: an isolated ion of composition CHFNO2S and charge -1, with ωB97M-V with the def2-TZVPD basis set.

Calculated values
Lowest unoccupied orbital energy (alpha / beta)   4.02 / 4.03 eV
HOMO energy (alpha / beta)   -3.3 / -3.3 eV

Geometry as ORCA input:
```
! wB97M-V def2-TZVPD RIJCOSX def2/J DEFGRID3
* xyz -1 1
C -0.05312 -0.78711 -0.06225
N 1.30656 -1.57807 0.15485
O 3.66140 -0.49988 0.55670
O 1.82723 0.97084 -0.19718
F -1.14989 -1.54448 -0.18665
S 2.49318 -0.35936 -0.33729
H -0.15526 0.26498 0.06116
*
```

=====

No. 3
Computed, not measured: C30H34Cl5N7O5P2V as an isolated structure, with ωB97M-V with the def2-TZVPD basis set.

Calculated values
Lowest unoccupied orbital energy (alpha / beta)   -0.34 / -0.76 eV
HOMO energy (alpha / beta)   -6.9 / -7.7 eV
⟨S²⟩   3.784

Geometry as ORCA input:
```
! wB97M-V def2-TZVPD RIJCOSX def2/J DEFGRID3
* xyz 0 4
V -1.73440 -0.45057 0.15047
O -1.30607 1.37743 -6.30383
C -1.57685 2.18041 -5.41610
O -1.68607 3.40212 -5.38325
C -1.76529 1.49468 -3.99669
C -1.91435 2.27461 -2.85666
C -1.93632 1.65276 -1.61205
N -1.80052 0.31506 -1.49579
C -1.67100 -0.44852 -2.60046
C -1.66403 0.11581 -3.86933
C -1.44936 -1.83758 -2.25961
C -1.10506 -2.82382 -3.18429
C -0.75089 -4.07491 -2.72721
C -0.81513 -4.32693 -1.35813
C -1.22422 -3.31494 -0.51153
N -1.50581 -2.08595 -0.93073
C -2.07680 2.28169 -0.31567
C -2.15117 3.65905 -0.10640
C -2.27006 4.13922 1.18028
C -2.36373 3.21974 2.22496
C -2.29292 1.87109 1.93917
N -2.11904 1.39367 0.70913
H -1.99746 3.34280 -2.98198
H -1.55321 -0.47129 -4.76795
H -1.09596 -2.59074 -4.23745
H -0.42673 -4.84147 -3.41263
H -0.55102 -5.29314 -0.95791
H -1.30574 -3.49053 0.55669
H -2.11644 4.32594 -0.95269
H -2.31042 5.19930 1.37545
H -2.50380 3.54670 3.24325
H -2.35813 1.13933 2.73589
C 3.27278 -3.08591 0.21882
N 3.37783 -1.89824 -0.60111
C 4.73506 -1.46467 -0.84190
P 2.20114 -0.73453 -0.43941
O 0.86267 -1.30563 -0.27980
O 2.67818 0.12993 0.86594
P 1.68925 0.73382 2.03664
O 0.27719 0.70466 1.66008
N 2.01907 -0.17726 3.39372
C 1.38482 -1.47823 3.42762
C 3.32880 -0.17044 4.00514
N 2.33096 2.23573 2.32937
C 3.71082 2.55930 2.03506
C 1.43425 3.37208 2.33516
N 2.46399 0.31717 -1.71516
C 2.86494 1.68834 -1.46172
C 1.54092 0.17722 -2.82806
H 3.73519 -3.92741 -0.30350
H 2.22034 -3.30542 0.38588
H 3.77702 -2.96819 1.18787
H 5.28770 -2.26986 -1.33029
H 5.25698 -1.19698 0.08435
H 4.70520 -0.60323 -1.50217
H 0.43034 -1.40725 2.91363
H 1.21782 -1.76325 4.46744
H 1.99591 -2.25002 2.94203
H 3.72108 0.83995 4.00677
H 4.03292 -0.83445 3.48674
H 3.23009 -0.50680 5.04000
H 4.28686 1.64300 1.92747
H 4.12929 3.15333 2.85448
H 3.79828 3.13908 1.10910
H 0.44192 3.03288 2.62565
H 1.36970 3.85532 1.35224
H 1.78973 4.10803 3.06162
H 3.74538 1.69603 -0.82274
H 2.07006 2.27893 -0.98715
H 3.12515 2.15651 -2.41131
H 1.22216 -0.86221 -2.88984
H 2.04551 0.45522 -3.75569
H 0.65823 0.81364 -2.71270
Cl -2.04493 -1.64601 2.49021
C -3.61461 -1.59132 1.77757
C -3.59483 -0.98353 0.53075
C -4.81008 -0.91497 -0.13935
Cl -4.80467 -0.15089 -1.67733
C -5.98002 -1.44123 0.40472
Cl -7.45522 -1.35645 -0.46581
C -5.94944 -2.03504 1.66944
Cl -7.37900 -2.68914 2.35148
C -4.74752 -2.10871 2.37972
Cl -4.68721 -2.84393 3.93137
*
```